1.
{
  "formula": "C44H68MnN4O5P2SSi3",
  "method": "the ωB97M-V functional and the def2-TZVPD basis",
  "elements": ["Mn", "C", "Si", "C", "C", "N", "P", "C", "P", "N", "Si", "C", "C", "C", "C", "C", "C", "C", "C", "C", "C", "C", "C", "C", "C", "C", "C", "C", "C", "C", "C", "C", "C", "C", "C", "C", "C", "C", "H", "H", "H", "H", "H", "H", "H", "H", "H", "H", "H", "H", "H", "H", "H", "H", "H", "H", "H", "H", "H", "H", "H", "H", "H", "H", "H", "H", "H", "H", "H", "H", "H", "H", "H", "H", "H", "H", "N", "N", "C", "O", "O", "H", "H", "H", "C", "C", "C", "C", "O", "Si", "S", "O", "C", "C", "C", "C", "O", "C", "C", "C", "C", "H", "H", "H", "H", "H", "H", "H", "H", "H", "H", "H", "H", "H", "H", "H", "H", "H", "H", "H", "H", "H", "H", "H", "H", "H", "H", "H"],
  "coordinates": [[0.182, 0.989, 0.174], [0.133, -2.753, 0.593], [-1.202, -1.635, 1.300], [-2.471, -1.078, 0.019], [-2.214, -2.737, 2.466], [-0.423, -0.327, 2.061], [-0.836, 1.109, 2.696], [-0.113, 2.458, 2.046], [1.551, 2.535, 2.139], [2.305, 1.310, 1.469], [3.686, 0.359, 1.404], [3.511, -1.192, 2.476], [3.975, -0.227, -0.366], [5.266, 1.247, 1.953], [2.092, 2.869, 3.863], [1.786, 4.090, 4.463], [2.084, 4.316, 5.797], [2.677, 3.316, 6.560], [2.968, 2.092, 5.978], [2.684, 1.877, 4.634], [2.111, 4.069, 1.309], [1.234, 4.755, 0.477], [1.668, 5.869, -0.233], [2.974, 6.316, -0.098], [3.855, 5.640, 0.741], [3.424, 4.520, 1.434], [-0.607, 0.899, 4.508], [-0.905, 1.948, 5.376], [-0.675, 1.827, 6.738], [-0.141, 0.650, 7.250], [0.160, -0.399, 6.394], [-0.071, -0.273, 5.029], [-2.651, 1.282, 2.547], [-3.167, 2.095, 1.543], [-4.534, 2.121, 1.301], [-5.396, 1.354, 2.072], [-4.888, 0.553, 3.088], [-3.520, 0.513, 3.317], [-0.170, -3.298, -0.303], [1.024, -2.185, 0.319], [0.415, -3.473, 1.372], [-2.647, -1.871, -0.711], [-3.407, -0.885, 0.557], [-2.228, -0.187, -0.563], [-2.574, -3.620, 1.927], [-1.606, -3.083, 3.309], [-3.084, -2.211, 2.865], [2.457, -1.486, 2.488], [4.100, -2.025, 2.083], [3.826, -1.026, 3.512], [3.029, -0.503, -0.843], [4.436, 0.563, -0.969], [4.626, -1.104, -0.413], [5.155, 1.707, 2.939], [6.096, 0.534, 2.007], [5.542, 2.032, 1.243], [1.297, 4.859, 3.877], [1.840, 5.271, 6.248], [2.894, 3.488, 7.608], [3.406, 1.295, 6.568], [2.890, 0.909, 4.189], [0.218, 4.388, 0.386], [0.981, 6.371, -0.903], [3.310, 7.186, -0.652], [4.878, 5.983, 0.848], [4.117, 3.988, 2.079], [-1.295, 2.874, 4.968], [-0.897, 2.657, 7.400], [0.048, 0.557, 8.314], [0.583, -1.317, 6.786], [0.171, -1.075, 4.341], [-2.479, 2.672, 0.935], [-4.921, 2.734, 0.495], [-6.463, 1.374, 1.879], [-5.555, -0.052, 3.693], [-3.122, -0.127, 4.097], [1.595, 2.077, -1.408], [0.808, 2.937, -2.194], [-0.609, 2.802, -2.098], [-1.257, 3.346, -2.994], [-1.047, 2.192, -1.073], [2.362, 2.577, -0.973], [1.931, 1.284, -1.948], [1.095, 3.025, -3.158], [1.673, -0.738, -5.438], [0.853, -1.997, -5.704], [0.354, -1.988, -7.148], [1.707, -3.241, -5.451], [-0.312, -2.055, -4.906], [-0.583, -2.052, -3.257], [0.388, -0.608, -2.226], [-2.237, -1.984, -3.124], [-3.170, -1.073, -3.718], [-3.482, -1.545, -5.137], [-4.417, -1.167, -2.845], [-2.656, 0.359, -3.719], [-0.214, -3.597, -2.763], [-0.963, -4.802, -2.827], [0.024, -5.904, -2.452], [-1.495, -5.033, -4.241], [-2.112, -4.768, -1.820], [2.491, -0.680, -6.164], [2.085, -0.735, -4.430], [1.044, 0.148, -5.538], [1.190, -2.011, -7.852], [-0.235, -1.088, -7.332], [-0.281, -2.859, -7.324], [2.617, -3.213, -6.057], [1.145, -4.143, -5.704], [1.987, -3.299, -4.399], [-3.978, -2.520, -5.117], [-2.564, -1.630, -5.720], [-4.147, -0.829, -5.626], [-4.750, -2.206, -2.778], [-5.226, -0.565, -3.266], [-4.196, -0.804, -1.839], [-1.774, 0.470, -4.351], [-2.377, 0.682, -2.718], [-3.425, 1.037, -4.094], [0.834, -5.951, -3.183], [-0.472, -6.878, -2.414], [0.455, -5.690, -1.473], [-0.668, -5.060, -4.952], [-2.167, -4.226, -4.528], [-2.038, -5.980, -4.297], [-1.725, -4.761, -0.799], [-2.746, -5.651, -1.943], [-2.720, -3.878, -1.972]],
  "forces_ev_per_angstrom": [[0.37, 0.36, -0.22], [0.07, -0.10, 0.17], [-0.12, 0.08, -0.02], [-0.07, -0.19, 0.17], [0.07, -0.05, 0.07], [-0.15, 0.55, -0.65], [-0.02, -0.73, 0.32], [-0.11, 0.06, -0.06], [-0.19, -0.01, 0.11], [0.31, -0.03, -0.12], [-0.11, -0.05, 0.02], [0.01, 0.02, 0.01], [-0.03, 0.03, 0.00], [0.07, -0.09, -0.02], [0.17, -0.09, -0.03], [0.03, 0.02, -0.02], [0.00, 0.02, 0.02], [0.01, 0.00, 0.02], [0.00, 0.02, -0.04], [-0.05, -0.08, 0.07], [-0.09, 0.07, 0.01], [0.04, 0.02, -0.01], [-0.01, -0.01, 0.00], [0.00, 0.01, -0.01], [-0.01, 0.00, 0.00], [0.05, -0.01, 0.00], [-0.09, 0.10, 0.01], [0.05, 0.02, 0.02], [0.00, -0.01, -0.02], [-0.01, 0.01, 0.02], [0.01, -0.03, 0.00], [-0.02, -0.01, -0.01], [-0.01, 0.08, 0.04], [-0.01, -0.05, -0.02], [0.04, 0.02, -0.02], [-0.03, -0.02, 0.02], [0.01, 0.01, -0.01], [-0.03, 0.03, 0.02], [-0.02, 0.05, 0.07], [-0.02, 0.03, 0.01], [0.04, -0.03, -0.05], [0.00, -0.04, 0.08], [-0.03, 0.05, -0.05], [0.12, 0.03, 0.07], [0.01, 0.01, -0.01], [-0.01, 0.00, 0.00], [0.00, 0.01, 0.00], [0.00, -0.01, -0.02], [0.00, 0.00, 0.00], [-0.02, 0.02, -0.01], [0.01, -0.04, 0.02], [-0.03, 0.01, 0.00], [0.04, 0.02, 0.03], [-0.03, -0.02, 0.01], [0.02, 0.03, 0.00], [-0.02, 0.00, 0.00], [0.01, 0.00, -0.01], [0.00, 0.00, 0.01], [0.00, 0.00, 0.00], [0.00, 0.01, 0.01], [0.00, 0.05, -0.02], [-0.02, -0.01, 0.01], [0.01, 0.01, 0.00], [0.00, 0.00, 0.00], [0.00, 0.01, 0.00], [-0.03, -0.01, 0.00], [-0.01, -0.01, -0.02], [0.01, 0.00, 0.00], [0.00, 0.00, 0.00], [0.00, 0.01, 0.01], [0.00, 0.00, -0.01], [-0.01, 0.02, 0.00], [-0.01, 0.00, 0.00], [0.00, 0.00, 0.00], [-0.01, 0.01, -0.01], [0.01, 0.01, 0.01], [-0.10, -0.13, 0.04], [-0.02, 0.01, -0.03], [-0.01, 0.03, 0.02], [-0.01, -0.01, 0.00], [-0.05, -0.13, 0.08], [-0.03, 0.04, 0.02], [0.05, 0.02, 0.03], [0.01, 0.01, 0.01], [0.03, 0.03, -0.04], [0.05, -0.09, 0.02], [0.04, -0.03, -0.01], [0.06, 0.00, -0.03], [-0.19, 0.24, 0.06], [-0.29, -0.17, -0.06], [0.46, 0.02, 0.23], [0.16, -0.05, -0.46], [-0.03, -0.11, 0.17], [-0.04, 0.03, -0.03], [-0.12, 0.09, 0.00], [0.09, 0.04, -0.06], [-0.03, 0.08, 0.21], [0.08, 0.03, -0.03], [-0.03, -0.07, -0.01], [-0.03, -0.01, -0.01], [-0.06, -0.08, 0.04], [0.00, 0.03, 0.00], [-0.03, -0.04, 0.00], [-0.02, 0.01, 0.00], [0.00, 0.01, 0.01], [-0.01, 0.00, 0.01], [0.00, 0.00, 0.00], [-0.01, 0.00, -0.01], [0.03, 0.03, 0.00], [-0.01, 0.02, 0.02], [0.03, -0.01, 0.02], [-0.01, 0.02, 0.04], [-0.03, -0.01, -0.02], [0.01, 0.00, 0.00], [-0.01, 0.00, -0.01], [-0.07, -0.03, -0.13], [0.02, -0.03, -0.01], [0.00, 0.02, 0.03], [-0.03, -0.01, 0.00], [0.00, 0.02, 0.00], [-0.01, 0.00, -0.01], [0.00, 0.01, -0.01], [-0.04, 0.00, 0.02], [-0.02, 0.03, -0.01], [0.01, -0.02, 0.02], [-0.02, 0.03, -0.03], [0.02, -0.05, 0.02], [0.03, -0.03, -0.01]],
  "mulliken_charge": [1.4920, 0.5158, -0.2417, 0.3513, -1.2526, 0.1412, 2.5279, -2.2656, 2.3993, 0.4818, 0.2226, -1.0216, -0.7764, -1.2018, 0.5378, -0.8499, -0.6739, -0.6264, -0.6030, 0.2237, -0.5185, -0.4033, -0.5384, -0.5995, -0.6538, -0.2895, -0.0051, -0.3530, -0.6480, -0.4971, -0.7385, -0.4056, -0.1714, -0.0368, -0.5291, -0.5816, -0.6279, -0.6939, -0.7660, -0.2670, 0.4421, -0.3511, 0.5311, -0.0370, 0.2867, 0.2895, 0.2898, 0.0526, 0.4751, 0.3815, -0.0060, 0.2393, 0.4441, 0.2903, 0.4003, 0.2595, 0.4653, 0.3726, 0.3540, 0.3922, -0.2772, 0.2301, 0.4328, 0.3382, 0.3921, 0.3584, 0.3603, 0.3808, 0.3503, 0.3658, 0.2422, -0.0163, 0.4302, 0.3344, 0.3706, 0.4631, -0.5193, -0.2279, 0.0321, -0.8441, -0.0483, 0.3258, 0.2202, 0.3035, -1.6236, 1.7793, -1.8348, -1.4214, 0.4764, -2.3980, -0.4907, 1.3570, 1.8600, -1.7659, -1.7181, -1.2894, -0.1473, 1.9899, -1.8788, -1.3463, -1.2690, 0.4805, 0.2924, 0.2854, 0.4061, 0.3458, 0.3246, 0.5157, 0.2681, 0.2019, 0.3371, 0.0661, 0.4855, 0.3295, 0.4485, 0.1477, 0.1260, -0.1057, 0.6079, 0.3754, 0.3573, 0.3077, 0.2162, -0.0266, 0.5435, 0.3117, 0.5650, -0.1189],
  "homo_ev": [-1.8, -2.3],
  "spin_multiplicity": 6,
  "charge": -2,
  "s2": 8.7539,
  "orbital_gap_ha": [0.2183, 0.2389]
}

***

2.
{
  "formula": "C2H4NO2",
  "method": "the ωB97M-V functional and the def2-TZVPD basis",
  "elements": ["C", "C", "N", "O", "O", "H", "H", "H", "H"],
  "coordinates": [[-0.378, 0.812, 0.479], [0.093, -0.343, -0.269], [-1.109, -0.536, 0.445], [-2.337, -0.579, -0.039], [1.030, -1.293, 0.214], [0.054, 0.991, 1.424], [-0.721, 1.699, -0.183], [0.313, -0.181, -1.626], [0.805, -1.435, 1.133]],
  "forces_ev_per_angstrom": [[-0.40, 1.06, -1.13], [0.77, -1.39, -3.67], [-0.04, 1.48, -0.10], [-1.13, -0.25, -0.77], [1.56, 0.54, -1.00], [0.41, 0.78, 1.02], [0.31, -1.48, 1.25], [-1.01, -0.72, 4.20], [-0.48, -0.01, 0.20]],
  "mulliken_charge": [-0.4147, -0.1812, -0.1914, -0.7976, -0.4829, 0.2542, 0.3024, 0.2113, 0.2998],
  "e_above_lowest_kcal_mol": 136.8,
  "homo_ev": -1.8,
  "charge": -1,
  "orbital_gap_ha": 0.2289
}

***

The highest charge belongs to which entry? C2H4NO2